The following is a quantum chemistry calculation of a molecular structure, C33H87N5O14PSn at a distorted geometry, from the OMol25 dataset.

Each line ends with the Mulliken charge.
Geometry (Å):
Sn (18.613, 5.000, 2.149)  1.21
P (18.148, 7.264, 4.209)  -0.07
O (17.049, 6.142, 4.253)  -0.71
O (19.496, 6.542, 4.571)  0.64
O (17.671, 8.431, 5.053)  -0.03
O (18.091, 7.586, 2.665)  -0.87
C (22.315, 3.668, 4.332)  -1.25
C (22.542, 5.110, 3.924)  1.02
C (23.750, 5.233, 3.014)  -1.67
O (21.449, 5.614, 3.164)  -0.37
H (22.638, 2.928, 3.593)  0.36
H (21.288, 3.478, 4.645)  0.17
H (22.986, 3.367, 5.145)  0.41
H (22.743, 5.749, 4.789)  0.23
H (24.676, 4.863, 3.464)  0.42
H (23.848, 6.291, 2.771)  0.29
H (23.678, 4.641, 2.098)  0.34
H (20.771, 5.937, 3.811)  -0.24
C (17.194, 11.431, 1.683)  -1.28
C (18.059, 11.069, 2.884)  2.82
C (18.965, 12.236, 3.228)  -1.80
O (17.187, 10.779, 3.963)  0.29
H (17.810, 11.720, 0.821)  0.41
H (16.597, 12.334, 1.840)  0.40
H (16.567, 10.584, 1.406)  -0.11
H (18.660, 10.193, 2.612)  -1.01
H (18.346, 13.111, 3.435)  0.36
H (19.611, 12.431, 2.363)  0.33
H (19.643, 12.043, 4.062)  0.21
H (17.649, 10.016, 4.379)  -0.95
C (21.921, 10.285, 6.526)  -1.59
C (21.145, 9.303, 5.657)  2.61
C (21.622, 9.260, 4.214)  -0.75
O (21.136, 8.016, 6.245)  -0.77
H (21.203, 10.658, 7.261)  0.24
H (22.262, 11.193, 6.028)  0.34
H (22.755, 9.768, 7.001)  0.35
H (20.114, 9.684, 5.617)  -1.20
H (21.074, 8.527, 3.631)  -0.48
H (22.659, 8.903, 4.197)  0.42
H (21.495, 10.230, 3.729)  0.43
H (20.512, 7.486, 5.696)  -0.12
C (16.363, 8.522, -0.415)  -0.83
O (15.120, 8.662, 0.226)  -0.01
C (14.076, 9.195, -0.556)  -0.57
C (12.742, 9.202, 0.172)  -0.96
N (12.817, 9.679, 1.538)  -0.14
C (13.057, 11.116, 1.605)  -0.44
C (12.950, 11.661, 3.018)  -0.86
O (14.091, 11.217, 3.692)  0.06
C (14.202, 11.741, 5.001)  -0.64
H (16.767, 9.523, -0.623)  0.38
H (16.193, 7.972, -1.347)  0.34
H (17.112, 8.062, 0.228)  0.04
H (13.981, 8.704, -1.531)  0.40
H (14.399, 10.237, -0.702)  0.34
H (12.406, 8.162, 0.186)  0.42
H (12.060, 9.802, -0.451)  0.40
H (11.928, 9.535, 2.001)  0.25
H (12.295, 11.650, 1.003)  0.38
H (13.998, 11.378, 1.122)  0.16
H (11.999, 11.326, 3.459)  0.29
H (12.942, 12.760, 2.983)  0.37
H (13.241, 11.632, 5.517)  0.42
H (14.471, 12.803, 5.032)  0.33
H (14.963, 11.176, 5.533)  -0.20
C (12.830, 2.515, 5.985)  -0.86
O (14.184, 2.603, 5.643)  -0.42
C (14.687, 3.889, 5.319)  -0.88
C (14.719, 4.910, 6.452)  0.11
N (14.936, 6.222, 5.876)  -0.24
C (15.239, 7.250, 6.868)  0.68
C (14.162, 7.532, 7.891)  -0.93
O (12.922, 7.883, 7.324)  -0.26
C (12.013, 8.412, 8.294)  -0.86
H (12.333, 1.585, 5.710)  0.26
H (12.210, 3.365, 5.683)  0.37
H (12.782, 2.539, 7.084)  0.30
H (14.104, 4.294, 4.480)  0.65
H (15.657, 3.799, 4.827)  -0.01
H (15.531, 4.635, 7.144)  -0.03
H (13.734, 4.922, 6.928)  0.59
H (15.740, 6.195, 5.211)  0.25
H (15.477, 8.137, 6.279)  -0.31
H (16.172, 6.986, 7.391)  -0.13
H (14.478, 8.366, 8.535)  0.51
H (14.115, 6.681, 8.591)  0.33
H (11.698, 7.544, 8.882)  0.30
H (11.191, 8.796, 7.696)  0.24
H (12.497, 9.170, 8.913)  0.33
C (22.382, 8.606, 0.366)  -1.70
C (20.877, 8.850, 0.432)  1.67
C (20.177, 8.829, -0.923)  0.01
O (20.607, 9.825, -1.846)  -0.43
C (20.360, 11.154, -1.434)  -0.59
N (20.328, 7.797, 1.283)  0.24
H (22.785, 8.611, 1.382)  0.35
H (22.884, 9.490, -0.051)  0.40
H (22.771, 7.794, -0.246)  0.30
H (20.747, 9.841, 0.883)  -0.38
H (19.089, 8.877, -0.794)  -0.13
H (20.355, 7.877, -1.427)  0.31
H (20.652, 11.316, -0.396)  0.24
H (19.303, 11.419, -1.554)  0.26
H (20.929, 11.827, -2.075)  0.28
H (19.417, 8.008, 1.700)  -0.26
H (20.978, 7.606, 2.030)  -0.49
C (18.845, 4.453, 7.471)  -1.36
C (18.751, 3.373, 6.377)  0.44
C (17.613, 2.377, 6.607)  -0.05
O (18.007, 1.527, 7.662)  -0.41
C (16.927, 0.801, 8.182)  -0.69
N (18.550, 4.097, 5.125)  0.01
H (17.919, 4.997, 7.654)  0.06
H (19.685, 5.110, 7.248)  0.34
H (19.125, 3.980, 8.419)  0.55
H (19.704, 2.837, 6.407)  0.29
H (17.274, 1.823, 5.726)  0.44
H (16.780, 3.022, 6.916)  -0.28
H (16.218, 1.417, 8.751)  0.25
H (17.149, 0.108, 9.002)  0.29
H (16.515, 0.185, 7.378)  0.30
H (19.124, 4.949, 5.139)  0.06
H (17.710, 4.697, 5.135)  0.15
C (18.766, 9.980, 9.566)  -1.83
C (17.932, 9.652, 8.334)  1.18
C (17.836, 10.818, 7.352)  0.85
O (17.231, 11.966, 7.943)  -0.48
C (17.343, 13.191, 7.294)  -0.50
N (18.495, 8.460, 7.696)  -0.26
H (18.365, 10.850, 10.089)  0.38
H (19.809, 10.129, 9.267)  0.27
H (18.816, 9.161, 10.285)  0.43
H (16.925, 9.437, 8.706)  -0.18
H (17.208, 10.521, 6.508)  -0.52
H (18.809, 11.104, 6.929)  -0.10
H (18.205, 13.341, 6.634)  0.26
H (17.235, 14.033, 7.979)  0.31
H (16.491, 13.327, 6.609)  0.04
H (18.075, 8.375, 6.743)  -0.50
H (19.429, 8.718, 7.381)  0.28

Calculated values
ΔE to the lowest compared entry with this formula, charge and spin   0.0 kJ/mol
Net charge   -1
Gap between HOMO and LUMO   5.6463 eV
Molar mass   927.8 g mol⁻¹
Maximum force   4.60 eV Å⁻¹